(1)
{
  "formula": "C25H55NOP",
  "method": "ωB97M-V/def2-TZVPD",
  "spin_multiplicity": 2,
  "orbital_gap_ev": [8.279, 7.939],
  "e_tot_ha": -1456.801728,
  "mol_weight_g_mol": 416.7,
  "lumo_energy_ev": [0.65, 0.32],
  "fmax_ha_per_bohr": 0.037,
  "s_squared": 0.754,
  "species": ["C", "C", "P", "C", "C", "C", "C", "C", "C", "C", "N", "O", "C", "C", "C", "C", "H", "H", "H", "H", "H", "H", "H", "H", "H", "H", "H", "H", "H", "H", "H", "H", "H", "H", "H", "H", "H", "H", "H", "H", "H", "H", "H", "C", "C", "C", "C", "C", "C", "H", "H", "H", "H", "H", "H", "H", "H", "H", "H", "H", "H", "H", "H", "C", "C", "C", "C", "C", "C", "H", "H", "H", "H", "H", "H", "H", "H", "H", "H", "H", "H", "H", "H"],
  "coordinates": [[1.802, 2.054, 4.828], [1.714, 3.604, 4.817], [1.033, 4.472, 3.347], [2.224, 4.361, 1.940], [2.964, 3.042, 1.619], [-0.654, 3.820, 2.880], [-1.634, 4.984, 3.113], [-3.041, 4.641, 2.632], [-3.089, 4.643, 1.102], [-3.991, 5.781, 3.112], [-3.530, 3.378, 3.236], [-4.709, 3.054, 2.846], [-2.594, 2.231, 3.272], [-3.133, 1.248, 4.358], [-2.525, 1.468, 1.929], [-1.188, 2.652, 3.712], [1.072, 1.667, 5.534], [1.567, 1.600, 3.875], [2.763, 1.718, 5.197], [2.718, 4.003, 4.929], [1.159, 3.945, 5.683], [2.942, 5.152, 2.107], [1.649, 4.679, 1.075], [2.679, 2.645, 0.651], [4.024, 3.267, 1.542], [2.873, 2.279, 2.381], [-0.624, 3.583, 1.820], [-1.284, 5.882, 2.624], [-1.658, 5.112, 4.192], [-2.439, 3.905, 0.646], [-4.105, 4.547, 0.742], [-2.722, 5.615, 0.783], [-3.395, 6.604, 3.490], [-4.616, 6.138, 2.306], [-4.607, 5.408, 3.921], [-3.619, 0.390, 3.922], [-3.884, 1.753, 4.957], [-2.335, 0.956, 5.033], [-3.206, 1.869, 1.192], [-2.722, 0.409, 2.029], [-1.514, 1.551, 1.537], [-1.216, 2.975, 4.754], [-0.551, 1.779, 3.653], [-1.346, -2.675, -2.470], [-0.022, -2.967, -1.770], [0.009, -2.515, -0.312], [-0.158, -1.010, -0.105], [0.869, -0.133, -0.812], [2.289, -0.387, -0.325], [-1.550, -1.605, -2.519], [-1.331, -3.053, -3.494], [-2.176, -3.156, -1.949], [0.797, -2.505, -2.329], [0.158, -4.045, -1.800], [0.949, -2.843, 0.141], [-0.783, -3.031, 0.239], [-0.107, -0.796, 0.968], [-1.160, -0.706, -0.423], [0.612, 0.913, -0.621], [0.816, -0.267, -1.896], [2.357, -0.227, 0.754], [2.989, 0.294, -0.811], [2.621, -1.403, -0.543], [1.238, -6.870, -7.499], [2.203, -6.913, -6.317], [1.524, -6.682, -4.968], [0.851, -5.318, -4.811], [1.769, -4.113, -5.008], [2.909, -4.043, -3.996], [0.766, -5.891, -7.600], [1.762, -7.078, -8.432], [0.449, -7.616, -7.384], [3.001, -6.181, -6.469], [2.688, -7.892, -6.295], [2.261, -6.819, -4.173], [0.768, -7.459, -4.814], [0.410, -5.265, -3.810], [0.014, -5.241, -5.511], [1.167, -3.204, -4.922], [2.182, -4.109, -6.021], [2.522, -4.009, -2.976], [3.507, -3.144, -4.157], [3.578, -4.900, -4.078]],
  "lowdin_charge": [-0.1604, -0.4051, 1.0002, -0.4081, -0.1336, -0.4381, -0.1903, -0.4768, -0.0277, -0.0107, -0.1355, 0.0003, -0.4477, -0.0115, -0.0103, -0.1632, 0.0605, 0.0372, 0.0641, 0.0631, 0.0591, 0.0525, 0.0606, 0.0508, 0.0642, 0.0365, 0.0949, 0.1043, 0.1185, 0.0676, 0.0871, 0.0922, 0.0768, 0.0751, 0.0816, 0.0713, 0.0813, 0.0763, 0.0772, 0.0754, 0.0674, 0.1241, 0.1010, -0.0996, -0.2767, -0.2197, -0.2373, -0.2658, -0.1119, 0.0677, 0.0622, 0.0776, 0.0869, 0.0956, 0.1029, 0.1113, 0.1042, 0.0998, 0.0964, 0.1018, 0.0705, 0.0685, 0.0651, -0.1123, -0.2707, -0.2273, -0.2293, -0.2636, -0.1075, 0.0644, 0.0683, 0.0745, 0.0977, 0.1035, 0.1018, 0.1097, 0.0935, 0.1029, 0.0971, 0.0992, 0.0580, 0.0715, 0.0671]
}

=====

(2)
{
  "formula": "C25H56BN4O5P2",
  "method": "ωB97M-V/def2-TZVPD",
  "spin_multiplicity": 1,
  "orbital_gap_ev": 7.946,
  "e_tot_ha": -2288.427356,
  "mol_weight_g_mol": 565.5,
  "lumo_energy_ev": -3.06,
  "fmax_ha_per_bohr": 0.185,
  "charge": 1,
  "species": ["C", "C", "C", "C", "P", "C", "C", "C", "C", "C", "C", "C", "C", "C", "N", "C", "N", "N", "C", "C", "C", "C", "C", "B", "N", "O", "H", "H", "H", "H", "H", "H", "H", "H", "H", "H", "H", "H", "H", "H", "H", "H", "H", "H", "H", "H", "H", "H", "H", "H", "H", "H", "H", "H", "H", "H", "H", "H", "H", "H", "H", "H", "H", "H", "H", "H", "H", "O", "P", "O", "C", "C", "O", "C", "C", "O", "C", "C", "H", "H", "H", "H", "H", "H", "H", "H", "H", "H", "H", "H", "H", "H", "H"],
  "coordinates": [[-0.260, -2.783, -4.135], [-0.073, -1.927, -3.137], [0.004, -0.920, -1.854], [1.243, -1.258, -0.861], [2.860, -1.240, -1.935], [3.136, -2.895, -2.811], [2.637, 0.113, -3.294], [4.110, 0.306, -4.000], [1.090, -2.677, -0.077], [-0.419, -3.048, 0.362], [-1.263, -3.907, -0.719], [-2.475, -4.647, 0.115], [-2.110, -6.155, 0.575], [-1.936, -6.183, 2.195], [-0.967, -7.319, 2.498], [1.984, -2.740, 1.306], [3.115, -1.753, 1.329], [3.756, -1.914, 2.593], [4.789, -3.001, 2.550], [4.567, -3.913, 3.897], [3.493, -5.125, 3.640], [2.654, -0.323, 1.282], [1.490, -0.017, 0.200], [0.120, 0.545, 0.877], [-0.210, 0.202, 2.320], [-0.879, 1.362, 0.173], [-0.152, -3.649, -4.901], [-1.037, -1.002, -1.355], [0.058, 0.171, -2.270], [3.090, -3.827, -2.141], [4.226, -2.863, -3.236], [2.461, -2.999, -3.759], [1.852, -0.172, -4.084], [2.372, 1.080, -2.703], [4.880, 0.529, -3.171], [4.000, 1.198, -4.736], [4.316, -0.692, -4.548], [1.475, -3.583, -0.706], [-0.326, -3.728, 1.311], [-1.075, -2.158, 0.678], [-0.641, -4.661, -1.323], [-1.815, -3.127, -1.391], [-2.778, -3.950, 1.002], [-3.391, -4.632, -0.611], [-3.013, -6.821, 0.256], [-1.115, -6.476, 0.091], [-2.953, -6.370, 2.725], [-1.509, -5.209, 2.634], [-1.421, -8.147, 2.049], [-0.121, -7.146, 1.924], [2.380, -3.832, 1.392], [1.267, -2.581, 2.191], [3.859, -1.983, 0.627], [3.053, -2.056, 3.338], [5.879, -2.606, 2.601], [4.685, -3.722, 1.655], [5.558, -4.441, 4.212], [4.172, -3.286, 4.783], [2.415, -4.680, 3.706], [3.627, -5.465, 2.530], [3.653, -6.023, 4.336], [2.398, 0.015, 2.361], [3.592, 0.306, 0.985], [1.901, 0.850, -0.470], [-0.189, -0.826, 2.468], [-1.116, 0.610, 2.604], [-1.240, 2.059, 0.789], [-3.316, 6.433, -2.527], [-3.360, 7.015, -1.107], [-1.834, 7.654, -1.132], [-1.629, 8.884, -1.810], [-2.155, 10.053, -0.998], [-2.966, 5.586, -0.345], [-3.353, 4.342, -0.917], [-2.204, 3.732, -1.699], [-3.496, 7.678, 0.473], [-4.802, 7.654, 1.054], [-5.222, 6.258, 1.479], [-2.099, 8.852, -2.798], [-0.552, 8.997, -1.958], [-3.245, 10.015, -0.922], [-1.877, 11.003, -1.462], [-1.759, 10.027, 0.020], [-4.245, 4.457, -1.539], [-3.628, 3.673, -0.095], [-1.779, 4.430, -2.421], [-2.532, 2.835, -2.233], [-1.392, 3.453, -1.022], [-5.524, 8.080, 0.349], [-4.770, 8.303, 1.932], [-5.458, 5.641, 0.607], [-6.115, 6.299, 2.107], [-4.422, 5.756, 2.030]],
  "lowdin_charge": [0.0726, -0.1147, -0.1642, -0.4567, 0.9602, -0.3123, -0.3943, -0.1696, -0.2127, -0.1712, -0.1870, -0.2127, -0.1938, -0.2751, -0.0596, -0.0735, -0.1467, -0.0336, -0.1780, -0.2108, -0.1285, -0.0852, -0.1582, -0.4559, 0.1289, 0.0375, 0.0708, 0.1139, 0.1309, 0.0396, 0.0537, 0.0415, 0.0818, 0.0836, 0.0713, 0.0877, 0.0704, 0.1279, 0.1084, 0.1207, 0.1161, 0.1028, 0.1150, 0.1133, 0.1220, 0.1027, 0.1257, 0.0939, 0.0705, 0.0485, 0.1364, 0.1373, 0.1585, 0.1297, 0.1317, 0.1202, 0.1212, 0.1129, 0.0726, 0.0723, 0.0863, 0.1464, 0.1571, 0.1349, 0.0624, 0.0831, 0.1123, -0.2221, 0.7225, -0.2331, -0.3022, -0.0869, -0.2441, -0.3120, -0.0743, -0.2127, -0.2952, -0.0830, 0.1089, 0.1190, 0.0650, 0.0793, 0.0832, 0.1056, 0.1101, 0.0773, 0.0827, 0.0517, 0.1138, 0.1206, 0.0658, 0.0819, 0.0858]
}

=====

(3)
{
  "formula": "C25H56N2NiO5",
  "method": "ωB97M-V/def2-TZVPD",
  "spin_multiplicity": 4,
  "orbital_gap_ev": [1.961, 6.959],
  "e_tot_ha": -2979.899558,
  "mol_weight_g_mol": 523.4,
  "lumo_energy_ev": [2.64, 2.58],
  "fmax_ha_per_bohr": 0.061,
  "charge": -1,
  "e_above_lowest_ev": 0.0000,
  "s_squared": 3.755,
  "species": ["Ni", "C", "C", "C", "C", "C", "C", "N", "O", "C", "C", "C", "H", "H", "H", "H", "H", "H", "H", "H", "H", "H", "H", "H", "H", "H", "H", "H", "H", "H", "C", "C", "C", "C", "C", "C", "N", "O", "C", "C", "C", "H", "H", "H", "H", "H", "H", "H", "H", "H", "H", "H", "H", "H", "H", "H", "H", "H", "H", "C", "C", "C", "O", "H", "H", "H", "H", "H", "H", "H", "H", "C", "C", "C", "O", "H", "H", "H", "H", "H", "H", "H", "H", "C", "O", "H", "H", "H", "H"],
  "coordinates": [[-0.174, -0.085, 0.370], [-2.895, 0.528, -1.880], [-1.858, 0.543, -3.072], [-2.265, 1.840, -3.931], [-1.276, 2.459, -4.855], [0.103, 2.532, -4.165], [0.553, 1.202, -3.427], [-0.484, 0.659, -2.513], [-0.097, -0.557, -1.748], [1.791, 1.660, -2.668], [0.955, 0.250, -4.606], [-2.075, -0.696, -3.958], [-3.883, 0.907, -2.138], [-2.519, 1.210, -1.116], [-2.915, -0.458, -1.417], [-2.392, 2.571, -3.133], [-3.242, 1.993, -4.388], [-1.689, 3.363, -5.303], [-1.216, 1.675, -5.609], [0.228, 3.340, -3.443], [0.738, 2.855, -4.991], [2.556, 2.065, -3.332], [2.166, 0.850, -2.043], [1.632, 2.413, -1.896], [0.994, -0.802, -4.321], [1.935, 0.519, -5.001], [0.350, 0.345, -5.507], [-1.273, -1.434, -3.992], [-1.949, -0.271, -4.953], [-3.019, -1.229, -3.846], [0.210, -1.709, 3.855], [1.674, -1.793, 3.392], [2.032, -3.220, 3.442], [3.400, -3.666, 2.749], [3.288, -3.300, 1.300], [3.030, -1.810, 1.081], [1.853, -1.328, 1.933], [1.551, 0.056, 1.653], [2.754, -1.785, -0.499], [4.373, -1.117, 1.297], [2.563, -1.048, 4.435], [0.193, -1.826, 4.939], [-0.374, -2.493, 3.373], [-0.271, -0.749, 3.666], [1.231, -3.895, 3.142], [2.200, -3.338, 4.513], [3.552, -4.727, 2.949], [4.208, -3.053, 3.148], [2.510, -3.956, 0.910], [4.197, -3.602, 0.779], [1.818, -2.340, -0.571], [3.459, -2.235, -1.198], [2.577, -0.763, -0.834], [4.433, -0.066, 1.015], [5.175, -1.478, 0.653], [4.677, -1.205, 2.340], [2.500, -1.518, 5.416], [2.362, 0.024, 4.433], [3.558, -1.042, 3.989], [-3.557, -0.732, 2.689], [-3.031, 0.304, 1.657], [-3.642, 1.697, 1.786], [-1.640, 0.445, 1.710], [-2.976, -0.833, 3.606], [-3.392, -1.732, 2.288], [-4.628, -0.575, 2.823], [-3.168, -0.113, 0.659], [-3.443, 2.246, 2.707], [-4.718, 1.529, 1.737], [-3.386, 2.194, 0.850], [-1.566, 0.814, 2.593], [-1.054, 4.128, -0.277], [-0.051, 3.308, 0.580], [-0.342, 3.341, 2.057], [-0.040, 1.995, -0.027], [-0.880, 5.190, -0.104], [-2.121, 3.950, -0.143], [-0.850, 3.891, -1.321], [0.899, 3.839, 0.519], [-1.399, 3.150, 2.243], [-0.173, 4.283, 2.579], [0.244, 2.639, 2.650], [-0.158, 2.130, -0.970], [-1.646, -3.213, 0.216], [-0.800, -2.123, 0.841], [-2.598, -3.417, 0.705], [-1.928, -2.932, -0.799], [-1.183, -4.198, 0.155], [-0.284, -2.474, 1.570]],
  "lowdin_charge": [0.7728, -0.0538, -0.4407, -0.1730, -0.2046, -0.1340, -0.4667, -0.1459, -0.2514, -0.0452, -0.0351, -0.0450, 0.0760, 0.0508, 0.0597, 0.0939, 0.1157, 0.1124, 0.0863, 0.0952, 0.1104, 0.0875, 0.0652, 0.0702, 0.0750, 0.0704, 0.0612, 0.0659, 0.0570, 0.0747, -0.0753, -0.5144, -0.1638, -0.1541, -0.2047, -0.4532, -0.1178, -0.2622, -0.0321, -0.0568, -0.0384, 0.0741, 0.0589, 0.0607, 0.1074, 0.1045, 0.1041, 0.0909, 0.1130, 0.1134, 0.0640, 0.0809, 0.0412, 0.0775, 0.0775, 0.0541, 0.0778, 0.0750, 0.0540, -0.1780, -0.4720, -0.1228, -0.1309, 0.0481, 0.0363, 0.0449, 0.1074, 0.0587, 0.0570, 0.0560, 0.0847, -0.0428, -0.4043, -0.0808, -0.1109, 0.0764, 0.0665, 0.0581, 0.1307, 0.0485, 0.0770, 0.0777, 0.0364, -0.1115, -0.1785, 0.0399, 0.0666, 0.0659, 0.0350]
}